Molecular formula: C49H109F2NO7P3S2
Method: DFT, ωB97M-V/def2-TZVPD

Structure (XYZ):
```
173
Properties=species:S:1:pos:R:3:lowdin_charge:R:1
C -21.382 14.344 -7.383 -0.11
C -22.723 14.725 -7.981 -0.24
C -23.912 14.421 -7.043 -0.24
C -25.204 14.903 -7.661 -0.27
P -26.714 15.011 -6.661 1.03
C -27.321 13.354 -6.393 -0.26
C -27.679 12.629 -7.735 -0.25
C -28.800 11.595 -7.607 -0.27
C -28.969 10.829 -8.927 -0.10
C -26.443 15.753 -4.988 -0.24
C -27.233 15.122 -3.820 -0.23
C -27.113 16.006 -2.586 -0.25
C -25.704 16.271 -2.023 -0.09
C -27.894 16.021 -7.566 -0.26
C -29.259 16.128 -6.882 -0.24
C -30.384 16.746 -7.703 -0.24
C -29.991 17.865 -8.666 -0.10
H -21.298 14.497 -6.307 0.07
H -20.521 14.769 -7.896 0.07
H -21.253 13.263 -7.516 0.08
H -22.896 14.154 -8.894 0.12
H -22.719 15.800 -8.177 0.11
H -23.755 14.957 -6.104 0.10
H -23.982 13.348 -6.843 0.12
H -25.436 14.420 -8.617 0.12
H -25.043 15.935 -8.006 0.08
H -28.314 13.449 -5.948 0.08
H -26.600 12.755 -5.843 0.11
H -26.781 12.150 -8.128 0.11
H -28.002 13.350 -8.491 0.10
H -29.759 12.034 -7.313 0.11
H -28.605 10.918 -6.771 0.11
H -29.381 11.378 -9.772 0.08
H -29.613 9.955 -8.819 0.07
H -27.984 10.421 -9.163 0.07
H -26.566 16.836 -5.007 0.09
H -25.370 15.585 -4.876 0.07
H -26.794 14.147 -3.598 0.11
H -28.275 14.937 -4.082 0.10
H -27.678 15.691 -1.705 0.11
H -27.551 16.990 -2.784 0.09
H -25.253 15.429 -1.495 0.08
H -25.733 17.145 -1.374 0.08
H -24.964 16.501 -2.797 0.06
H -28.017 15.680 -8.601 0.11
H -27.462 16.999 -7.796 0.07
H -29.143 16.691 -5.946 0.10
H -29.637 15.168 -6.515 0.10
H -31.209 17.028 -7.049 0.10
H -30.778 15.956 -8.351 0.11
H -29.666 18.769 -8.151 0.05
H -30.807 18.119 -9.344 0.08
H -29.218 17.533 -9.362 0.07
C -31.076 25.309 -3.061 -0.11
C -29.868 24.581 -2.483 -0.26
C -29.449 23.298 -3.198 -0.25
C -29.121 23.427 -4.686 -0.25
P -28.033 22.137 -5.413 1.03
C -26.390 22.853 -5.363 -0.27
C -25.817 23.069 -3.951 -0.22
C -24.309 23.347 -4.077 -0.26
C -23.646 23.539 -2.697 -0.09
C -28.424 20.674 -4.398 -0.26
C -29.756 19.937 -4.661 -0.25
C -30.270 19.183 -3.459 -0.27
C -31.421 18.226 -3.766 -0.08
C -28.619 21.942 -7.111 -0.27
C -28.343 23.011 -8.176 -0.21
C -28.310 22.414 -9.577 -0.25
C -27.361 23.141 -10.545 -0.09
H -31.983 24.708 -3.145 0.08
H -30.827 25.667 -4.062 0.07
H -31.289 26.146 -2.397 0.08
H -30.047 24.484 -1.410 0.11
H -29.022 25.277 -2.524 0.11
H -30.165 22.489 -3.033 0.11
H -28.557 22.967 -2.655 0.10
H -28.513 24.316 -4.892 0.10
H -30.017 23.489 -5.305 0.10
H -26.526 23.794 -5.903 0.10
H -25.765 22.201 -5.978 0.07
H -25.998 22.141 -3.406 0.10
H -26.306 23.936 -3.507 0.11
H -24.134 24.279 -4.627 0.11
H -23.824 22.573 -4.673 0.08
H -23.534 22.529 -2.300 0.08
H -24.374 24.060 -2.071 0.07
H -22.736 24.130 -2.687 0.06
H -28.275 20.829 -3.330 0.10
H -27.684 19.901 -4.631 0.06
H -29.628 19.242 -5.498 0.10
H -30.526 20.630 -5.022 0.11
H -30.534 19.930 -2.701 0.11
H -29.424 18.682 -2.973 0.10
H -31.713 17.695 -2.862 0.08
H -31.167 17.579 -4.604 0.05
H -32.311 18.806 -4.024 0.08
H -29.657 21.605 -7.069 0.10
H -28.011 21.071 -7.387 0.05
H -27.369 23.427 -7.896 0.10
H -29.104 23.779 -8.030 0.12
H -29.310 22.538 -10.004 0.11
H -28.019 21.366 -9.614 0.09
H -27.344 22.584 -11.478 0.08
H -26.376 23.108 -10.069 0.06
H -27.578 24.198 -10.699 0.08
C -20.160 17.117 -4.723 -0.10
C -20.024 17.244 -6.240 -0.25
C -19.641 18.680 -6.640 -0.22
C -20.879 19.575 -6.859 -0.26
P -20.477 21.169 -7.595 1.06
C -19.599 22.127 -6.306 -0.26
C -20.342 22.268 -4.973 -0.24
C -19.579 22.957 -3.855 -0.26
C -18.934 24.270 -4.294 -0.11
C -19.405 21.059 -9.024 -0.26
C -17.874 21.013 -8.859 -0.24
C -17.138 21.373 -10.157 -0.26
C -15.644 21.421 -9.966 -0.11
C -21.940 22.212 -7.971 -0.25
C -21.731 23.309 -9.005 -0.25
C -22.938 24.201 -9.286 -0.23
C -23.233 25.194 -8.133 -0.10
H -19.289 17.507 -4.197 0.07
H -20.282 16.076 -4.411 0.06
H -21.073 17.609 -4.379 0.07
H -20.983 16.968 -6.682 0.09
H -19.267 16.553 -6.612 0.11
H -19.142 18.603 -7.610 0.10
H -18.942 19.088 -5.908 0.11
H -21.436 19.707 -5.938 0.07
H -21.402 19.084 -7.687 0.09
H -19.334 23.121 -6.667 0.09
H -18.676 21.565 -6.132 0.09
H -20.703 21.275 -4.690 0.10
H -21.248 22.877 -5.068 0.10
H -18.829 22.389 -3.295 0.11
H -20.292 23.156 -3.048 0.09
H -19.690 24.973 -4.662 0.08
H -18.215 24.180 -5.107 0.07
H -18.457 24.781 -3.458 0.07
H -19.667 21.915 -9.646 0.08
H -19.823 20.154 -9.481 0.09
H -17.703 19.971 -8.562 0.10
H -17.540 21.590 -7.994 0.10
H -17.641 22.296 -10.465 0.11
H -17.428 20.614 -10.886 0.12
H -15.389 20.388 -9.709 0.08
H -15.303 22.056 -9.149 0.07
H -15.091 21.660 -10.872 0.07
H -22.419 22.599 -7.070 0.07
H -22.659 21.536 -8.448 0.08
H -21.460 22.793 -9.931 0.09
H -20.884 23.951 -8.723 0.11
H -23.808 23.534 -9.288 0.10
H -22.838 24.716 -10.236 0.11
H -24.014 25.907 -8.399 0.07
H -22.334 25.805 -8.015 0.07
H -23.524 24.660 -7.230 0.05
O -22.660 19.423 -9.541 -0.04
C -22.165 19.600 -10.834 -0.79
O -22.519 18.669 -11.630 -0.06
O -21.372 20.531 -11.090 -0.04
H -23.205 18.675 -9.942 0.09
N -26.161 19.812 -6.484 -0.27
S -24.764 19.462 -5.927 0.45
O -23.696 20.410 -6.126 -0.27
O -24.463 18.063 -5.709 -0.29
F -25.131 19.836 -4.371 -0.22
S -25.759 19.490 -8.119 0.55
O -25.092 18.257 -8.446 -0.26
O -25.485 20.681 -8.862 -0.23
F -27.248 19.122 -8.553 -0.20
```

Energy relative to the best compared isomer or geometry (same formula, charge and spin)   2.9966 eV
Net charge   +1
Largest force on an atom   0.1369 hartree/bohr


Molecular formula: C49H113N7O8
Method: DFT, ωB97M-V/def2-TZVPD

Structure (XYZ):
```
177
Properties=species:S:1:pos:R:3:lowdin_charge:R:1
C 0.394 3.106 -10.757 -0.05
C -0.534 3.443 -9.599 -0.48
C -1.917 3.583 -10.226 -0.17
C -3.112 3.578 -9.294 -0.18
C -3.051 2.296 -8.507 -0.16
C -1.726 2.066 -7.733 -0.49
N -0.576 2.308 -8.618 -0.12
O 0.659 2.063 -8.031 0.00
C -1.724 2.875 -6.436 -0.02
C -1.786 0.545 -7.560 -0.05
C -0.111 4.851 -8.966 -0.01
H 0.286 2.084 -11.120 0.09
H 1.426 3.276 -10.450 0.08
H 0.112 3.711 -11.619 0.08
H -1.910 4.422 -10.922 0.12
H -1.970 2.788 -10.970 0.12
H -4.017 3.766 -9.871 0.12
H -3.000 4.376 -8.561 0.10
H -3.135 1.558 -9.305 0.12
H -3.923 2.307 -7.852 0.12
H -0.905 2.674 -5.746 0.08
H -1.734 3.957 -6.570 0.07
H -2.638 2.678 -5.876 0.08
H -1.008 0.234 -6.863 0.07
H -2.683 0.132 -7.099 0.08
H -1.639 0.014 -8.501 0.09
H -0.075 5.636 -9.721 0.08
H 0.836 4.815 -8.427 0.07
H -0.845 5.079 -8.192 0.05
H 0.957 1.186 -8.286 0.10
C -7.485 -4.895 -3.917 -0.02
C -6.453 -5.418 -2.886 -0.54
C -5.178 -5.793 -3.620 -0.16
C -4.305 -4.693 -4.160 -0.20
C -4.079 -3.668 -3.088 -0.14
C -5.299 -3.183 -2.175 -0.47
N -6.156 -4.407 -1.876 -0.05
O -7.419 -4.020 -1.236 -0.02
C -4.817 -2.636 -0.867 -0.05
C -5.977 -2.067 -2.975 -0.04
C -6.961 -6.697 -2.273 -0.04
H -8.381 -4.516 -3.425 0.08
H -7.776 -5.632 -4.664 0.09
H -7.070 -4.086 -4.518 0.06
H -4.543 -6.510 -3.100 0.12
H -5.469 -6.442 -4.446 0.12
H -4.847 -4.206 -4.971 0.10
H -3.335 -4.906 -4.610 0.12
H -3.568 -2.862 -3.615 0.12
H -3.270 -4.057 -2.470 0.12
H -4.306 -3.392 -0.272 0.09
H -4.083 -1.856 -1.066 0.08
H -5.570 -2.239 -0.186 0.09
H -6.966 -1.723 -2.671 0.08
H -5.329 -1.192 -2.935 0.09
H -6.034 -2.381 -4.017 0.07
H -7.873 -6.718 -1.676 0.09
H -6.174 -7.028 -1.596 0.09
H -7.062 -7.415 -3.087 0.09
H -7.733 -3.382 -1.880 0.05
C 6.990 -7.098 7.777 -0.04
C 6.644 -5.518 7.718 -0.46
C 7.082 -5.120 6.319 -0.12
C 6.770 -3.548 5.958 -0.14
C 5.341 -3.174 6.204 -0.17
C 4.739 -3.740 7.504 -0.51
N 5.177 -5.095 7.828 -0.14
O 4.677 -5.721 8.924 0.00
C 5.055 -2.719 8.593 -0.04
C 3.201 -3.780 7.311 -0.03
C 7.518 -4.913 8.816 -0.04
H 6.745 -7.557 8.735 0.07
H 8.017 -7.339 7.505 0.08
H 6.285 -7.674 7.178 0.07
H 8.168 -5.198 6.383 0.10
H 6.763 -5.765 5.500 0.11
H 7.169 -3.335 4.966 0.10
H 7.434 -2.984 6.613 0.09
H 4.743 -3.473 5.343 0.11
H 5.146 -2.108 6.091 0.12
H 5.023 -3.246 9.547 0.08
H 6.031 -2.244 8.497 0.07
H 4.384 -1.861 8.615 0.08
H 3.031 -4.594 6.606 0.08
H 2.671 -3.855 8.261 0.08
H 2.843 -2.887 6.799 0.08
H 7.368 -3.837 8.733 0.05
H 8.571 -5.170 8.700 0.09
H 7.096 -5.110 9.802 0.09
H 4.109 -6.313 8.427 0.11
C 2.563 4.421 9.341 -0.05
C 1.921 4.514 7.947 -0.43
C 1.977 6.018 7.542 -0.18
C 3.344 6.492 7.249 -0.18
C 3.873 5.649 6.012 -0.10
C 3.972 4.127 6.417 -0.48
N 2.637 3.700 6.892 -0.13
O 2.420 2.340 6.993 -0.02
C 4.208 3.464 5.006 -0.04
C 5.104 3.841 7.352 -0.04
C 0.355 4.016 8.014 -0.01
H 3.353 5.142 9.551 0.06
H 3.058 3.458 9.472 0.08
H 1.905 4.513 10.205 0.08
H 1.425 5.971 6.603 0.11
H 1.393 6.638 8.222 0.12
H 4.049 6.416 8.077 0.10
H 3.226 7.550 7.014 0.11
H 4.880 5.991 5.774 0.11
H 3.244 5.759 5.129 0.11
H 3.568 3.759 4.174 0.07
H 5.238 3.581 4.671 0.08
H 4.110 2.380 5.060 0.07
H 4.995 4.304 8.332 0.07
H 5.422 2.811 7.511 0.09
H 5.976 4.362 6.955 0.08
H -0.061 4.658 8.791 0.07
H 0.427 2.978 8.339 0.06
H -0.155 3.991 7.052 0.07
H 1.690 2.094 6.420 0.10
C -5.171 1.513 6.520 -0.16
O -6.372 0.816 6.131 -0.13
H -5.443 2.468 6.971 0.08
H -4.531 0.969 7.215 0.07
H -4.544 1.750 5.661 0.07
H -6.123 -0.062 5.833 0.07
C -5.201 3.868 -1.027 -0.07
C -3.844 4.602 -1.092 -0.41
C -3.985 5.853 -1.895 -0.26
O -4.569 5.638 -3.149 -0.18
C -4.634 6.877 -3.874 -0.10
N -3.447 4.894 0.304 0.03
H -5.470 3.388 -1.968 0.07
H -6.028 4.476 -0.660 0.08
H -5.159 3.034 -0.326 0.07
H -3.197 3.824 -1.498 0.14
H -3.064 6.420 -2.034 0.12
H -4.629 6.582 -1.404 0.12
H -3.670 7.386 -3.885 0.08
H -5.390 7.532 -3.440 0.09
H -4.846 6.817 -4.941 0.08
H -2.502 5.243 0.242 0.06
H -4.009 5.580 0.787 0.07
C -0.966 -0.630 2.990 -0.09
C 0.065 0.390 2.583 -0.40
C 0.013 0.611 1.013 -0.20
O 0.488 -0.610 0.431 -0.19
C 0.556 -0.507 -1.033 -0.09
N -0.425 1.598 3.268 0.02
H -1.176 -0.788 4.047 0.08
H -0.711 -1.551 2.465 0.07
H -1.944 -0.374 2.584 0.08
H 1.062 0.048 2.859 0.14
H 0.685 1.424 0.737 0.11
H -0.987 0.865 0.663 0.12
H 1.125 0.355 -1.383 0.07
H -0.408 -0.324 -1.507 0.08
H 1.027 -1.364 -1.515 0.08
H 0.229 2.345 3.456 0.06
H -1.135 1.953 2.643 0.06
C 3.864 -2.102 -6.261 -0.03
C 3.888 -2.672 -7.764 -0.43
C 2.892 -3.848 -7.937 -0.23
O 3.325 -4.960 -7.179 -0.18
C 2.533 -6.168 -7.375 -0.08
N 3.595 -1.657 -8.694 0.00
H 4.379 -2.812 -5.613 0.07
H 2.884 -1.769 -5.918 0.07
H 4.504 -1.222 -6.218 0.06
H 4.869 -2.967 -8.136 0.13
H 2.843 -4.091 -8.999 0.11
H 1.866 -3.513 -7.789 0.12
H 1.604 -5.948 -6.847 0.08
H 3.018 -6.979 -6.832 0.08
H 2.383 -6.609 -8.360 0.08
H 4.329 -0.969 -8.606 0.08
H 3.509 -1.966 -9.652 0.07
```

Energy relative to the best compared isomer or geometry (same formula, charge and spin)   5.5836 eV
Largest force on an atom   0.0995 hartree/bohr


Q: Which of these has the lowest energy relative to the best compared isomer or geometry (same formula, charge and spin)?
A: C49H109F2NO7P3S2


Q: Among the records above, which one has the lowest largest force on an atom?
A: C49H113N7O8